# 1
The following is a DFT calculation (the ωB97M-V functional and the def2-TZVPD basis) of C39H56BBrN11SiV as an isolated structure at a distorted geometry.

Cartesian coordinates (Å):
1 V -2.2209 -0.1973 -0.4290
2 C -5.6549 -1.1731 -0.5001
3 C -4.9176 -0.9313 0.7734
4 C -5.3596 -0.9602 2.0949
5 C -4.2358 -0.7568 2.8758
6 N -3.1582 -0.6422 2.0821
7 N -3.5913 -0.7131 0.7918
8 B -1.6125 -0.5737 2.2969
9 N -1.0327 -1.6917 1.3582
10 C -0.2614 -2.7314 1.7224
11 C -0.3668 -3.7205 0.7645
12 C -1.2484 -3.2301 -0.2047
13 C -1.8526 -3.9697 -1.3496
14 N -1.6053 -1.9867 0.1548
15 N -1.1553 0.8256 1.7735
16 C -0.5604 1.8378 2.3997
17 C -0.4418 2.9144 1.5148
18 C -0.9976 2.4978 0.3197
19 C -1.1321 3.2280 -0.9685
20 N -1.4502 1.2243 0.5012
21 N -1.1168 -0.7849 3.6855
22 C -1.6677 -1.3591 4.7964
23 C -0.6872 -1.4639 5.7364
24 C 0.4782 -0.9286 5.1224
25 C 1.8299 -0.8113 5.7336
26 N 0.2062 -0.5320 3.8918
27 H -6.3584 -1.9936 -0.3714
28 H -4.9613 -1.4483 -1.2973
29 H -6.2267 -0.2936 -0.8021
30 H -6.3723 -1.1047 2.4323
31 H -4.1707 -0.6771 3.9472
32 H 0.3017 -2.7211 2.6421
33 H 0.1106 -4.6859 0.7668
34 H -1.1011 -4.5374 -1.8965
35 H -2.3911 -3.3176 -2.0341
36 H -2.5676 -4.6914 -0.9500
37 H -0.2440 1.7493 3.4264
38 H -0.0065 3.8783 1.7189
39 H -0.2853 3.8965 -1.1086
40 H -2.0372 3.8411 -0.9605
41 H -1.1754 2.5385 -1.8122
42 H -2.6925 -1.6812 4.8516
43 H -0.7763 -1.8387 6.7422
44 H 1.7690 -0.9814 6.8058
45 H 2.2630 0.1712 5.5529
46 H 2.5089 -1.5601 5.3223
47 C -6.1505 3.8004 0.6031
48 C -6.2651 3.5580 -0.7649
49 C -5.4420 2.6401 -1.3749
50 C -4.4707 1.9398 -0.6247
51 C -4.3788 2.1821 0.7570
52 C -5.2160 3.0978 1.3579
53 N -3.5848 1.0411 -1.2561
54 N -3.6897 0.9691 -2.5177
55 C -2.8305 0.1022 -3.1323
56 C -2.8298 -0.0330 -4.5107
57 C -1.8947 -0.8799 -5.0937
58 C -0.9787 -1.5360 -4.2773
59 C -1.0574 -1.3831 -2.9063
60 N -1.9851 -0.5965 -2.3264
61 H -6.7818 4.5417 1.0753
62 H -6.9999 4.0896 -1.3537
63 H -5.5277 2.4538 -2.4335
64 H -3.6414 1.6793 1.3660
65 H -5.1419 3.2729 2.4225
66 H -3.5480 0.5333 -5.0880
67 H -1.8710 -1.0217 -6.1663
68 H -0.2154 -2.1728 -4.7028
69 H -0.3635 -1.8895 -2.2500
70 C 3.8653 -2.1007 0.8681
71 C 4.0495 -0.5825 0.8641
72 C 3.2019 -0.0079 1.9988
73 C 5.5230 -0.2301 1.0657
74 Si 3.4835 0.1167 -0.8763
75 Br 1.1755 0.0001 -0.7461
76 C 3.8186 2.0123 -1.1285
77 C 5.2665 2.1858 -1.6033
78 C 2.8662 2.6096 -2.1758
79 C 3.6062 2.7958 0.1689
80 C 3.9109 -1.0273 -2.3784
81 C 3.1300 -2.3475 -2.3539
82 C 5.4153 -1.3225 -2.3749
83 C 3.5421 -0.3037 -3.6832
84 H 4.0975 -2.4821 1.8694
85 H 4.5426 -2.6016 0.1778
86 H 2.8358 -2.3898 0.6381
87 H 3.6126 -0.3721 2.9477
88 H 2.1650 -0.3397 1.9538
89 H 3.2154 1.0786 2.0458
90 H 5.8861 -0.6939 1.9891
91 H 5.6820 0.8433 1.1678
92 H 6.1557 -0.6021 0.2587
93 H 5.4323 1.7397 -2.5840
94 H 5.9874 1.7645 -0.9014
95 H 5.4932 3.2522 -1.6949
96 H 2.9587 2.1449 -3.1551
97 H 3.1115 3.6697 -2.2976
98 H 1.8230 2.5476 -1.8587
99 H 4.3286 2.5339 0.9403
100 H 2.5939 2.6626 0.5617
101 H 3.7385 3.8620 -0.0409
102 H 3.4385 -3.0095 -1.5478
103 H 3.3149 -2.8782 -3.2930
104 H 2.0515 -2.1857 -2.2764
105 H 5.7199 -1.8997 -1.5017
106 H 6.0142 -0.4121 -2.4163
107 H 5.6736 -1.9172 -3.2559
108 H 2.4850 -0.0237 -3.7113
109 H 3.7289 -0.9765 -4.5259
110 H 4.1494 0.5847 -3.8501

Values from the calculation:
<S²>	0.7728
net charge	+3
spin multiplicity	2
maximum force	0.03639	Eh/bohr
LUMO (alpha / beta)	-11.730 / -11.399	eV
HOMO-LUMO gap (alpha / beta)	0.1384 / 0.1505	Eh

Results of the Mulliken charge analysis, in e, for atoms 1 through 99: number 1, V, carries -1.5189; number 2, C, carries -1.2771; number 3, C, carries 0.7853; number 4, C, carries -1.8158; number 5, C, carries 0.1950; number 6, N, carries 0.1291; number 7, N, carries 0.8584; number 8, B, carries 0.1184; number 9, N, carries 0.7920; number 10, C, carries -0.2108; number 11, C, carries -1.7031; number 12, C, carries 0.5438; number 13, C, carries -1.5369; number 14, N, carries 0.4355; number 15, N, carries 1.0228; number 16, C, carries 0.2767; number 17, C, carries -1.8291; number 18, C, carries 0.1596; number 19, C, carries -1.4502; number 20, N, carries 0.9660; number 21, N, carries 0.7197; number 22, C, carries -0.1432; number 23, C, carries -1.4946; number 24, C, carries 0.6041; number 25, C, carries -1.2917; number 26, N, carries -0.8997; number 27, H, carries 0.5025; number 28, H, carries 0.1636; number 29, H, carries 0.2394; number 30, H, carries 0.5648; number 31, H, carries 0.6856; number 32, H, carries 0.6155; number 33, H, carries 0.6188; number 34, H, carries 0.4214; number 35, H, carries 0.2369; number 36, H, carries 0.4206; number 37, H, carries 0.7768; number 38, H, carries 0.6392; number 39, H, carries 0.5587; number 40, H, carries 0.2536; number 41, H, carries 0.1934; number 42, H, carries 0.4844; number 43, H, carries 0.5064; number 44, H, carries 0.4136; number 45, H, carries 0.3171; number 46, H, carries 0.2330; number 47, C, carries -0.5967; number 48, C, carries -0.8497; number 49, C, carries -0.5760; number 50, C, carries -0.0926; number 51, C, carries 0.7408; number 52, C, carries -1.5207; number 53, N, carries 1.9749; number 54, N, carries -0.9571; number 55, C, carries -0.2227; number 56, C, carries -0.6261; number 57, C, carries -0.6274; number 58, C, carries -1.1287; number 59, C, carries -0.4814; number 60, N, carries 1.2593; number 61, H, carries 0.4957; number 62, H, carries 0.4702; number 63, H, carries 0.5406; number 64, H, carries 0.9385; number 65, H, carries 0.5131; number 66, H, carries 0.6492; number 67, H, carries 0.5172; number 68, H, carries 0.5889; number 69, H, carries 0.6993; number 70, C, carries -2.0318; number 71, C, carries 3.0041; number 72, C, carries -1.8650; number 73, C, carries -1.6967; number 74, Si, carries -1.7920; number 75, Br, carries -0.0427; number 76, C, carries 2.6478; number 77, C, carries -1.6882; number 78, C, carries -1.5658; number 79, C, carries -1.9417; number 80, C, carries 2.5978; number 81, C, carries -1.7842; number 82, C, carries -1.6917; number 83, C, carries -2.0222; number 84, H, carries 0.5685; number 85, H, carries 0.4003; number 86, H, carries 0.2479; number 87, H, carries 0.5792; number 88, H, carries 0.0179; number 89, H, carries 0.1867; number 90, H, carries 0.5422; number 91, H, carries 0.3405; number 92, H, carries 0.3321; number 93, H, carries 0.3332; number 94, H, carries 0.3109; number 95, H, carries 0.5534; number 96, H, carries 0.2897; number 97, H, carries 0.5777; number 98, H, carries 0.0195; number 99, H, carries 0.3257

***

# 2
The following is a DFT calculation (the ωB97M-V functional and the def2-TZVPD basis) of C2H25O18STl2 as an isolated structure at a distorted geometry.

Cartesian coordinates (Å):
1 Tl 0.4197 -2.6659 -2.0480
2 Tl 0.3886 4.1495 -2.8887
3 S -0.3238 0.5774 -0.6719
4 O 0.2357 1.8020 -1.2492
5 O 0.7667 -0.3369 -0.3127
6 O -1.1675 0.9320 0.4865
7 O -1.1954 -0.1387 -1.6155
8 O 3.4013 0.5537 -0.6622
9 C 3.9381 -0.4417 -1.3458
10 O 3.2457 -1.4729 -1.5022
11 O 5.0363 -0.3756 -1.8950
12 H 2.4678 0.2397 -0.5568
13 C 2.3499 -4.0819 1.4187
14 O 1.9358 -3.0323 0.5960
15 H 3.0090 -3.7514 2.2213
16 H 1.5634 -4.6908 1.8972
17 H 2.8661 -4.9343 0.9519
18 H 2.1160 -2.2176 1.1036
19 O 1.4694 -0.4781 2.2195
20 H 1.9292 0.3621 2.3449
21 H 1.1150 -0.4497 1.3077
22 O -2.7913 3.0890 0.9007
23 H -2.1643 2.3512 0.8621
24 H -3.6531 2.7065 0.6817
25 O -1.0304 1.6633 -3.9014
26 H -0.6580 0.9849 -4.4802
27 H -1.3087 1.1848 -3.1155
28 O -3.7095 -0.3935 -0.6427
29 H -3.7518 -0.2352 0.3135
30 H -2.7711 -0.2793 -0.8856
31 O 2.6659 3.3754 -1.0912
32 H 2.9279 2.4591 -0.9808
33 H 3.2356 3.8658 -0.4853
34 O -2.5031 -2.8918 -2.1860
35 H -3.1204 -3.6351 -2.2073
36 H -3.0663 -2.1121 -2.1080
37 O -0.3975 4.3705 0.1745
38 H -1.1991 4.0828 0.6402
39 H 0.3215 4.2195 0.8054
40 O -0.0845 1.7454 3.0072
41 H -0.9029 1.4222 3.4079
42 H -0.1328 1.4780 2.0799
43 O -2.6390 -0.7051 2.0709
44 H -2.1869 0.0055 1.5947
45 H -2.7759 -0.3682 2.9654
46 O -1.1373 -2.6537 0.5621
47 H -1.5284 -1.8991 1.0246
48 H -1.2052 -3.3792 1.1941

Values from the calculation:
net charge	+3
ΔE to the lowest compared entry with this formula, charge and spin	9.5	kcal/mol
maximum force	0.06142	Eh/bohr
LUMO	-16.626	eV
HOMO-LUMO gap	0.1107	Eh

In the Mulliken picture, each atom carries the following charge in e: number 1, Tl, carries 0.7733; number 2, Tl, carries 0.9178; number 3, S, carries 1.3802; number 4, O, carries -0.2231; number 5, O, carries -0.5286; number 6, O, carries -0.2562; number 7, O, carries -0.8845; number 8, O, carries -0.4302; number 9, C, carries 0.7749; number 10, O, carries -0.1578; number 11, O, carries -0.1634; number 12, H, carries 0.4072; number 13, C, carries -0.5891; number 14, O, carries -0.1912; number 15, H, carries 0.3149; number 16, H, carries 0.3120; number 17, H, carries 0.3432; number 18, H, carries 0.2037; number 19, O, carries -0.6718; number 20, H, carries 0.4008; number 21, H, carries 0.2418; number 22, O, carries -0.6444; number 23, H, carries 0.4870; number 24, H, carries 0.3669; number 25, O, carries -0.5036; number 26, H, carries 0.3222; number 27, H, carries 0.3692; number 28, O, carries -0.5164; number 29, H, carries 0.4177; number 30, H, carries 0.3762; number 31, O, carries -0.5245; number 32, H, carries 0.3540; number 33, H, carries 0.3176; number 34, O, carries -0.4895; number 35, H, carries 0.3020; number 36, H, carries 0.2705; number 37, O, carries -0.4400; number 38, H, carries 0.3288; number 39, H, carries 0.3233; number 40, O, carries -0.5128; number 41, H, carries 0.3493; number 42, H, carries 0.1874; number 43, O, carries -0.6894; number 44, H, carries 0.1313; number 45, H, carries 0.3288; number 46, O, carries -0.4583; number 47, H, carries 0.2654; number 48, H, carries 0.3073

***

Q: Which formula does entry 1 have?
A: C39H56BBrN11SiV

***

Q: Look up the maximum force of the first one.
A: 0.03639 Eh/bohr